Molecular formula: C12H16NS
Method: DFT, the ωB97M-V functional and the def2-TZVPD basis

Properties
Molecular weight = 206.33 g mol⁻¹
E_LUMO = -3.721 eV
Gap between HOMO and LUMO = 0.3176 Ha
Energy relative to the best compared isomer or geometry (same formula, charge and spin) = 0.0 kJ/mol
F_max = 1.82 eV Å⁻¹
Net charge = +1

Last column: Mulliken charge in e.
Element x y z (Å)
S (1.523, 0.099, -2.007)  -0.17
C (1.659, -1.248, -0.887)  0.89
C (-0.692, 0.602, 1.168)  -0.71
C (-1.137, 2.565, -0.205)  -1.00
C (0.357, 0.850, -0.940)  1.02
C (0.143, 0.085, 0.178)  -0.01
C (-1.377, 1.821, 0.968)  0.41
C (-0.247, 2.078, -1.172)  0.75
N (0.883, -1.128, 0.158)  0.16
C (2.519, -2.436, -1.237)  -1.40
C (-2.278, 2.226, 2.065)  -1.50
C (-0.001, 2.831, -2.425)  -1.67
C (-0.490, -3.050, 0.951)  -0.94
C (0.789, -2.227, 1.140)  -0.85
H (-0.843, 0.041, 2.094)  0.40
H (-1.661, 3.485, -0.372)  0.40
H (3.539, -2.145, -1.370)  0.39
H (2.191, -2.817, -2.180)  0.39
H (2.475, -3.294, -0.578)  0.36
H (-1.750, 2.701, 2.885)  0.32
H (-2.799, 1.316, 2.443)  0.37
H (-3.034, 2.898, 1.732)  0.42
H (1.064, 3.091, -2.517)  0.41
H (-0.597, 3.768, -2.374)  0.37
H (-0.348, 2.271, -3.312)  0.39
H (-1.397, -2.433, 1.015)  0.33
H (-0.517, -3.865, 1.673)  0.38
H (-0.439, -3.424, -0.071)  0.30
H (0.813, -1.774, 2.132)  0.37
H (1.652, -2.886, 1.044)  0.42